Density functional theory data (wB97M-V/def2-TZVPD) for a single C6H14O molecule at a distorted geometry.

```
21
Properties=species:S:1:pos:R:3:mulliken_charge:R:1
C -0.502 1.939 0.041 -1.401
C 0.645 0.963 -0.234 0.772
C 1.425 1.406 -1.473 -1.559
C 0.173 -0.487 -0.420 -0.956
C -0.493 -1.119 0.778 0.299
C -0.774 -2.593 0.692 -1.580
O 0.136 -0.768 2.009 -0.557
H -0.126 2.966 0.106 0.406
H -1.017 1.725 0.986 0.316
H -1.246 1.908 -0.766 0.303
H 1.318 0.975 0.633 0.232
H 1.801 2.429 -1.361 0.403
H 0.785 1.383 -2.364 0.335
H 2.282 0.749 -1.660 0.374
H 1.030 -1.103 -0.717 0.432
H -0.578 -0.553 -1.217 0.368
H -1.534 -0.608 0.893 0.277
H 0.139 -3.180 0.570 0.366
H -1.431 -2.746 -0.166 0.346
H -1.275 -2.926 1.606 0.340
H -0.755 -0.361 2.063 0.482
```

Results
SMILES string: CC(C)C[C@@H](C)O
Frontier orbital gap: 11.140 eV
Total energy: -312.20434 Ha
HOMO level: -0.3752 hartree
E_LUMO: 0.9 eV
ΔE to the lowest compared entry with this formula, charge and spin: 31.8 kcal/mol

=====

Density functional theory data (wB97M-V/def2-TZVPD) for 6 unconnected molecules or ions with the total composition C33H75N3O11P at a distorted geometry.

```
123
Properties=species:S:1:pos:R:3:mulliken_charge:R:1
C 2.078 1.966 1.239 -0.887
C 2.169 1.245 -0.204 -0.233
C 2.073 -0.351 -0.152 -1.099
N 0.636 -0.859 0.018 0.764
N -0.257 0.104 0.108 -0.544
C -1.601 -0.262 0.312 0.190
C -2.688 0.928 0.424 -0.621
C -1.909 2.143 1.182 -0.319
C -2.901 3.072 2.050 -0.050
C -3.021 2.487 3.556 -0.359
C -3.112 3.723 4.606 -0.203
O -3.416 3.163 5.923 -0.373
C -2.754 3.956 6.965 -0.425
C -1.964 -1.758 0.425 -0.055
O -3.320 -2.091 0.669 -0.463
C -3.453 -3.258 1.526 -0.599
C -2.832 -3.087 3.008 -0.245
N -2.520 -4.482 3.519 -0.455
C -1.238 -4.975 2.924 0.097
C -0.488 -6.073 3.855 0.051
C 1.117 -5.832 3.897 -0.979
O -0.668 -7.432 3.360 -0.564
C -0.897 -2.869 0.269 -0.170
C 0.544 -2.279 0.047 0.489
P 1.990 -3.498 -0.116 1.048
O 2.959 -3.162 -1.246 -0.516
O 1.427 -5.093 -0.442 -0.485
O 2.781 -3.601 1.402 -0.533
H 1.438 1.332 1.937 0.213
H 1.496 2.949 1.058 0.165
H 3.086 2.276 1.667 0.383
H 1.463 1.724 -0.980 0.302
H 3.229 1.481 -0.601 0.160
H 2.376 -0.719 -1.203 0.606
H 2.728 -0.771 0.678 0.246
H -3.027 1.279 -0.621 0.334
H -3.629 0.609 0.977 0.345
H -1.316 2.733 0.388 0.307
H -1.143 1.710 1.930 0.031
H -3.923 3.237 1.557 0.399
H -2.352 4.084 2.163 -0.259
H -2.078 1.903 3.875 0.164
H -3.956 1.838 3.642 0.148
H -2.080 4.238 4.597 0.178
H -3.892 4.499 4.303 0.238
H -1.865 3.358 7.383 0.208
H -3.538 4.093 7.798 0.226
H -2.408 4.977 6.593 0.153
H -3.092 -4.240 1.037 0.282
H -4.603 -3.417 1.672 0.273
H -3.544 -2.585 3.751 0.342
H -1.844 -2.512 3.053 0.476
H -2.290 -4.319 4.519 0.330
H -0.465 -4.137 2.748 -0.083
H -1.391 -5.490 1.908 0.006
H -0.904 -6.001 4.923 0.323
H 1.322 -4.755 4.227 0.237
H 1.587 -6.000 2.860 0.236
H 1.633 -6.529 4.648 0.329
H -0.113 -7.582 2.566 0.366
H -1.121 -3.976 0.342 0.112
H 0.514 -5.213 -0.100 0.326
H 2.170 -3.319 2.125 0.347
C 6.118 -0.218 -3.528 -1.597
C 4.627 0.011 -3.336 0.888
C 3.864 -0.193 -4.633 -1.047
O 4.408 1.340 -2.861 -0.503
H 6.530 0.489 -4.256 0.384
H 6.656 -0.056 -2.590 0.390
H 6.319 -1.234 -3.877 0.356
H 4.246 -0.675 -2.572 0.015
H 4.197 0.514 -5.398 0.259
H 2.795 -0.014 -4.483 0.243
H 3.998 -1.209 -5.015 0.359
H 4.742 1.954 -3.529 0.357
C 0.080 6.258 2.723 -1.162
C -1.192 7.033 3.030 0.434
C -0.941 8.533 3.025 -1.471
O -1.691 6.639 4.308 -0.505
H 0.849 6.454 3.477 0.354
H -0.113 5.181 2.741 0.239
H 0.478 6.525 1.741 0.393
H -1.960 6.787 2.292 0.280
H -0.207 8.808 3.790 0.366
H -1.860 9.077 3.259 0.358
H -0.573 8.868 2.053 0.383
H -1.018 6.853 4.969 0.339
C -6.383 -1.975 5.321 -1.135
C -7.074 -2.872 4.307 0.315
C -7.703 -4.083 4.977 -1.300
O -6.123 -3.308 3.334 -0.469
H -5.576 -2.511 5.832 0.268
H -5.926 -1.114 4.825 0.199
H -7.089 -1.610 6.072 0.432
H -7.844 -2.304 3.778 0.305
H -6.942 -4.692 5.476 0.340
H -8.185 -4.725 4.235 0.321
H -8.448 -3.782 5.717 0.406
H -5.437 -3.814 3.790 0.291
C 0.980 2.139 -6.840 -1.250
C 2.027 3.080 -6.265 0.473
C 2.014 4.423 -6.978 -1.368
O 3.318 2.488 -6.392 -0.476
H 1.174 1.939 -7.899 0.326
H 1.008 1.174 -6.326 0.268
H -0.024 2.558 -6.742 0.391
H 1.841 3.229 -5.198 0.251
H 2.244 4.303 -8.042 0.356
H 2.779 5.086 -6.563 0.326
H 1.041 4.911 -6.885 0.385
H 3.493 2.352 -7.333 0.316
C 6.429 -2.475 -9.256 -1.399
C 5.361 -1.758 -8.445 0.556
C 4.351 -2.738 -7.869 -1.236
O 4.687 -0.816 -9.278 -0.552
H 5.984 -3.008 -10.103 0.349
H 7.141 -1.758 -9.673 0.339
H 6.976 -3.194 -8.641 0.364
H 5.832 -1.196 -7.634 0.226
H 3.834 -3.281 -8.667 0.408
H 3.584 -2.207 -7.299 0.252
H 4.837 -3.464 -7.212 0.351
H 4.267 -1.303 -9.999 0.350
```

Results
Frontier orbital gap: 6.675 eV
Total charge: +1
Total energy: -2635.17677 Ha
HOMO level: -0.4172 hartree
E_LUMO: -4.7 eV

=====

Density functional theory data (wB97M-V/def2-TZVPD) for a molecular structure, C17H17N3O7 at a distorted geometry.

```
44
Properties=species:S:1:pos:R:3:mulliken_charge:R:1
C 6.470 1.257 2.897 -1.091
H 7.466 1.318 2.922 0.343
O 6.165 0.391 1.619 -0.397
C 4.992 0.303 1.211 0.960
C 3.937 0.947 1.771 0.055
C 2.691 0.593 1.531 -0.318
C 2.502 -0.140 0.511 0.450
C 3.583 -0.745 -0.481 -1.155
C 4.909 -0.509 -0.018 0.236
O 5.763 -0.996 -0.738 -0.398
C 7.199 -0.901 -0.585 -0.637
H 7.768 -1.281 -1.527 0.246
H 7.314 0.573 -0.766 0.214
H 7.551 -1.149 0.365 0.262
H 3.474 -1.265 -1.403 0.546
C 1.112 -0.517 -0.008 0.177
N 0.184 0.544 0.202 -0.565
O -1.105 0.401 -0.150 -0.120
C -2.037 -0.779 -0.208 0.327
O -1.610 -1.870 0.321 -0.733
C -3.279 -0.304 -0.516 0.318
C -3.618 0.848 -0.688 0.063
C -5.039 1.142 -1.074 0.051
C -6.009 0.215 -0.816 0.501
C -5.618 -1.151 -0.829 -0.505
C -4.414 -1.298 -0.327 -0.961
H -4.040 -2.085 0.038 0.821
H -6.431 -1.930 -0.517 0.284
O -7.227 0.651 -1.182 -0.340
C -8.366 -0.291 -1.166 -0.951
H -8.151 -1.273 -1.971 0.236
H -8.397 -0.666 -0.330 0.528
H -9.259 0.163 -1.531 0.269
N -5.305 2.735 -1.539 0.984
O -4.397 3.315 -2.003 -0.573
O -6.523 2.823 -1.344 -0.545
H -2.955 1.744 -1.142 0.255
N 0.828 -1.702 -0.615 -0.330
H 1.630 -2.389 -0.834 0.229
H 0.029 -2.199 -0.786 0.115
H 1.689 0.979 2.146 0.202
H 4.143 1.243 3.060 0.139
H 6.176 0.844 3.763 0.485
H 6.205 2.409 2.733 0.325
```

Results
Frontier orbital gap: 7.277 eV
Total energy: -1348.25601 Ha
HOMO level: -0.2699 hartree
E_LUMO: -0.1 eV
ΔE to the lowest compared entry with this formula, charge and spin: 337.0 kcal/mol

=====

Density functional theory data (wB97M-V/def2-TZVPD) for a molecular structure, C19H23BN5O4SSn.

```
54
Properties=species:S:1:pos:R:3:mulliken_charge:R:1
Sn -1.789 1.289 -1.325 0.998
O -2.656 -1.267 5.153 -0.487
C -2.048 -0.012 5.003 -0.586
C -1.940 0.289 3.538 0.214
C -1.383 1.487 3.094 -0.922
C -1.319 1.736 1.745 -0.326
N -1.772 0.855 0.834 -0.208
C -2.315 -0.312 1.249 0.098
C -2.404 -0.619 2.590 -0.244
C -2.842 -1.194 0.173 0.238
C -3.424 -2.419 0.410 -0.258
C -3.932 -3.158 -0.659 0.283
C -4.571 -4.494 -0.420 -0.635
O -4.232 -4.912 0.877 -0.495
C -3.842 -2.622 -1.940 -0.854
C -3.239 -1.398 -2.114 -0.273
N -2.738 -0.699 -1.081 -0.233
H -2.808 -1.452 6.086 0.333
H -1.040 0.016 5.434 0.364
H -2.625 0.793 5.475 0.389
H -1.010 2.225 3.792 0.490
H -0.898 2.659 1.365 0.534
H -2.842 -1.545 2.928 0.728
H -3.497 -2.830 1.406 0.727
H -4.236 -5.193 -1.193 0.385
H -5.655 -4.370 -0.542 0.353
H -4.587 -5.794 1.041 0.330
H -4.232 -3.151 -2.800 0.480
H -3.136 -0.960 -3.099 0.477
C 6.700 1.886 -3.702 -1.400
C 6.361 1.070 -2.507 0.860
C 7.267 0.461 -1.673 -0.776
C 6.817 -0.295 -0.585 0.826
N 5.494 -0.440 -0.358 -0.419
C 4.667 0.153 -1.161 0.430
S 2.989 -0.181 -0.745 0.166
N 5.038 0.901 -2.215 0.023
C 7.737 -0.963 0.364 -1.197
H 7.771 1.871 -3.883 0.381
H 6.387 2.922 -3.552 0.373
H 6.188 1.500 -4.585 0.399
H 8.324 0.565 -1.870 0.385
H 4.342 1.345 -2.804 0.249
H 8.780 -0.807 0.105 0.369
H 7.516 -2.032 0.386 0.347
H 7.546 -0.585 1.370 0.340
B -5.221 5.011 -1.022 -0.227
C -4.267 3.784 -0.972 0.276
N -3.519 2.911 -0.947 -0.476
H -5.207 5.646 0.007 0.147
H -6.486 5.047 -0.822 0.265
H -5.520 5.319 -2.151 0.147
O 1.022 1.094 -1.763 -0.254
O 2.287 0.872 -1.935 -0.133
```

Results
Frontier orbital gap (alpha / beta): 7.458 / 6.695 eV
Total charge: +3
Total energy: -1948.78477 Ha
HOMO level (alpha / beta): -0.6271 / -0.6271 hartree
E_LUMO (alpha / beta): -9.6 / -10.4 eV
ΔE to the lowest compared entry with this formula, charge and spin: 34.7 kcal/mol